No. 1
Formula: C36H41FInN6O4S2SiTe
Source: the OMol25 dataset
Level of theory: ωB97M-V/def2-TZVPD

Results
* total charge: -1
* calculated total energy: -99862.2082 eV
* HOMO energy: -3.61 eV
* maximum force: 4.36 eV/A
* ΔE to the lowest compared entry with this formula, charge and spin: 0.00 kJ/mol
* Kohn-Sham gap: 5.22 eV

Last column: Mulliken charge in e.
Cartesian coordinates (Å):
In  0.816  0.338  0.780  1.0085
O  -2.495  2.825  0.537  -0.6083
C  -1.863  2.036  1.221  -0.4085
N  -0.458  2.046  1.346  0.1577
C  0.189  3.220  1.515  0.2891
O  -0.420  4.249  1.917  -0.7486
C  1.651  3.319  1.282  0.5712
C  2.338  4.551  1.512  -0.9424
C  3.760  4.482  1.448  -0.2497
C  4.414  3.307  1.269  -0.9570
C  3.662  2.191  1.049  -0.2387
N  2.329  2.182  1.084  0.0502
C  -2.677  0.950  1.899  0.7265
C  -4.018  1.196  2.158  -0.2998
C  -4.845  0.295  2.763  -0.7816
C  -4.199  -0.925  3.091  -0.5596
C  -2.877  -1.142  2.698  -0.3025
N  -2.144  -0.248  2.120  0.4134
H  1.734  5.377  1.693  0.6569
H  4.309  5.463  1.649  0.2908
H  5.505  3.145  1.215  0.3981
H  4.180  1.260  0.913  0.6614
H  -4.517  2.169  1.954  0.4142
H  -5.901  0.452  3.056  0.4137
H  -4.709  -1.781  3.573  0.3546
H  -2.372  -2.162  2.855  0.1333
C  0.842  -3.184  4.469  -1.0835
Si  1.446  -1.544  3.785  0.5853
C  0.485  -0.145  4.630  -1.0466
C  3.246  -1.257  4.311  -1.2946
N  1.168  -1.388  2.064  0.3588
C  1.535  -2.611  1.428  0.5925
C  2.870  -2.995  1.489  0.0460
C  3.275  -4.325  1.397  -1.1313
C  2.322  -5.311  1.125  -0.4339
C  0.996  -4.966  0.811  -0.7746
C  0.613  -3.605  0.905  0.0811
F  -0.736  -3.278  0.746  -0.3880
H  0.603  -3.316  5.589  0.3450
H  1.547  -3.921  4.138  0.3156
H  -0.123  -3.461  3.979  0.2268
H  0.264  0.685  3.986  0.1530
H  1.196  0.211  5.389  0.4399
H  -0.500  -0.431  5.100  0.2225
H  3.880  -1.079  3.473  0.2886
H  3.724  -2.116  4.848  0.2917
H  3.448  -0.435  5.014  0.3976
H  3.556  -2.172  1.770  0.5773
H  4.317  -4.689  1.649  0.3301
H  2.693  -6.358  1.102  0.3274
H  0.264  -5.754  0.433  0.3361
O  -6.481  2.195  -5.073  -0.5282
C  -5.887  3.213  -4.346  0.3526
O  -6.578  4.077  -3.851  -0.5774
C  -4.389  3.199  -4.173  0.7187
C  -3.483  2.804  -5.124  -0.7572
C  -2.128  2.797  -4.748  -0.1962
C  -1.633  3.120  -3.439  -0.1032
S  0.035  2.999  -3.179  -0.3888
C  -2.661  3.445  -2.544  -0.1826
C  -3.962  3.662  -2.928  -0.8955
H  -6.091  1.300  -5.196  0.3409
H  -3.825  2.487  -6.158  0.2690
H  -1.409  2.367  -5.459  0.3984
H  -2.427  3.585  -1.470  0.3247
H  -4.757  3.977  -2.261  0.4143
C  -2.976  -0.836  -2.455  -1.6501
C  -1.588  -1.176  -2.895  1.5314
C  -1.223  -0.835  -4.324  -1.3200
C  -1.443  -2.711  -2.667  -1.8505
N  -0.609  -0.492  -2.000  0.2819
N  -0.932  -0.574  -0.661  0.4645
H  -3.688  -0.887  -3.323  0.4134
H  -3.072  0.208  -2.140  0.2712
H  -3.352  -1.428  -1.579  0.2077
H  -1.971  -1.167  -5.051  0.3946
H  -0.290  -1.336  -4.634  0.3051
H  -1.023  0.254  -4.308  0.1644
H  -2.034  -3.276  -3.328  0.5106
H  -1.658  -3.011  -1.640  0.3450
H  -0.408  -3.021  -2.861  0.3182
H  -0.600  0.433  -2.370  -0.2034
H  -0.877  -1.552  -0.406  -0.0396
H  -1.800  -0.194  -0.288  -0.1053
Te  2.269  -0.338  -1.781  -0.1342
C  4.369  -0.622  -1.640  -0.1155
C  5.431  0.329  -1.539  -0.1281
C  6.735  -0.153  -1.386  -0.8591
C  6.661  -1.543  -1.244  -0.3301
S  5.145  -2.192  -1.267  -0.0884
H  5.194  1.354  -1.807  0.4928
H  7.658  0.454  -1.510  0.3315
H  7.434  -2.267  -1.174  0.3969

---

No. 2
Formula: C36H41N8OS2Ti
Source: the OMol25 dataset
Level of theory: ωB97M-V/def2-TZVPD

Results
* total charge: +2
* calculated total energy: -96739.4104 eV
* HOMO energy (spin up / spin down): -12.09 / -12.62 eV
* 2S+1: 2
* maximum force: 1.55 eV/A
* Kohn-Sham gap (spin up / spin down): 6.79 / 7.34 eV

Last column: Mulliken spin population.
Cartesian coordinates (Å):
Ti  -1.715  -0.456  0.094  0.9039
C  -0.434  -2.876  3.492  0.0018
C  -0.781  -2.255  2.178  -0.0373
N  -1.269  -1.062  2.038  0.0287
N  -1.605  -0.357  3.174  -0.0021
C  -2.366  0.685  2.916  0.0099
N  -2.771  1.395  4.001  -0.0013
S  -2.877  1.286  1.362  -0.0229
C  -0.675  -3.065  0.931  0.0404
C  -0.271  -4.394  0.955  0.0052
C  -0.302  -5.126  -0.224  0.0015
C  -0.751  -4.515  -1.387  0.0095
C  -1.152  -3.188  -1.328  0.0261
N  -1.106  -2.475  -0.204  -0.0659
H  -0.651  -2.189  4.304  0.0000
H  0.623  -3.143  3.512  0.0001
H  -1.004  -3.793  3.644  0.0000
H  -2.731  0.929  4.894  0.0003
H  -3.516  2.060  3.869  0.0003
H  0.047  -4.852  1.879  -0.0003
H  -0.001  -6.164  -0.229  -0.0001
H  -0.813  -5.053  -2.320  -0.0003
H  -1.553  -2.682  -2.201  -0.0051
C  -1.642  3.541  -3.939  -0.0098
C  -1.174  3.409  -2.640  0.0054
C  -1.527  2.298  -1.887  0.0004
C  -2.354  1.327  -2.439  0.0084
C  -2.850  1.464  -3.729  -0.0049
C  -2.482  2.570  -4.476  0.0067
N  -2.671  0.194  -1.612  -0.1031
N  -3.695  -0.446  -1.980  0.1588
C  -4.129  -1.415  -1.069  -0.0235
C  -5.280  -2.128  -1.426  0.0171
C  -5.825  -3.010  -0.519  -0.0100
C  -5.230  -3.156  0.734  0.0202
C  -4.081  -2.452  1.071  0.0280
C  -3.492  -1.565  0.175  -0.0081
H  -1.363  4.400  -4.531  -0.0003
H  -0.537  4.170  -2.211  -0.0001
H  -1.172  2.195  -0.864  -0.0070
H  -3.511  0.711  -4.135  0.0003
H  -2.860  2.679  -5.482  0.0000
H  -5.729  -1.961  -2.394  -0.0012
H  -6.715  -3.567  -0.765  0.0000
H  -5.677  -3.828  1.455  0.0004
H  -3.651  -2.597  2.057  0.0029
O  0.267  -0.143  -0.749  0.0329
S  0.893  -0.749  -2.013  0.0065
C  2.685  -1.029  -1.703  0.0000
C  3.165  -0.926  -0.285  0.0004
C  3.964  0.145  0.097  -0.0007
C  4.522  0.181  1.368  0.0001
C  4.263  -0.837  2.274  0.0000
C  3.448  -1.898  1.902  0.0002
C  2.910  -1.944  0.627  -0.0001
C  0.945  0.571  -3.250  -0.0022
C  1.834  1.747  -2.983  -0.0012
C  1.722  2.467  -1.796  0.0006
C  2.518  3.580  -1.584  -0.0001
C  3.433  3.983  -2.548  0.0000
C  3.552  3.264  -3.726  0.0001
C  2.755  2.149  -3.942  -0.0004
H  3.229  -0.332  -2.337  0.0001
H  2.833  -2.041  -2.083  -0.0001
H  4.193  0.924  -0.616  0.0000
H  5.206  0.980  1.625  0.0000
H  4.733  -0.836  3.249  0.0000
H  3.279  -2.713  2.588  0.0000
H  2.317  -2.797  0.324  -0.0004
H  -0.103  0.879  -3.332  0.0006
H  1.206  0.045  -4.170  0.0001
H  1.016  2.135  -1.045  -0.0009
H  2.423  4.147  -0.668  0.0000
H  4.046  4.858  -2.385  0.0000
H  4.262  3.570  -4.479  0.0000
H  2.846  1.596  -4.867  0.0000
N  2.715  2.074  4.508  0.0000
C  1.717  2.657  3.530  0.0000
C  1.240  1.551  2.589  0.0030
N  0.344  2.002  1.559  -0.0075
H  3.105  2.785  5.140  0.0000
H  3.494  1.630  4.002  0.0000
H  2.273  1.348  5.086  0.0000
H  2.234  3.460  3.000  0.0000
H  0.908  3.084  4.124  -0.0001
H  0.709  0.787  3.167  -0.0002
H  2.105  1.065  2.124  -0.0004
H  0.692  2.785  1.019  -0.0005
H  -0.578  2.248  1.915  -0.0027

---

What is the maximum force in the second record? 1.55 eV/A

---

Look up the maximum force of the first one. 4.36 eV/A

---

What is the formula in the first record? C36H41FInN6O4S2SiTe

---

Among the records above, which one has the lowest maximum force? C36H41N8OS2Ti